{"formula": "C29H76BIN21O15", "method": "the ωB97M-V functional and the def2-TZVPD basis", "spin_multiplicity": 1, "orbital_gap_ev": 7.99, "lumo_energy_ev": -2.694, "total_charge": 1, "symbols": ["C", "C", "B", "O", "N", "C", "C", "C", "O", "C", "N", "C", "C", "C", "C", "O", "C", "C", "C", "C", "O", "O", "N", "C", "C", "C", "O", "C", "I", "C", "C", "H", "H", "H", "H", "H", "H", "H", "H", "H", "H", "H", "H", "H", "H", "H", "H", "H", "H", "H", "H", "H", "H", "H", "H", "H", "H", "H", "H", "H", "H", "H", "H", "H", "H", "H", "H", "H", "H", "H", "H", "C", "O", "N", "N", "H", "H", "H", "H", "C", "O", "N", "N", "H", "H", "H", "H", "C", "O", "N", "N", "H", "H", "H", "H", "C", "O", "N", "N", "H", "H", "H", "H", "C", "O", "N", "N", "H", "H", "H", "H", "C", "O", "N", "N", "H", "H", "H", "H", "C", "O", "N", "N", "H", "H", "H", "H", "C", "O", "N", "N", "H", "H", "H", "H", "C", "O", "N", "N", "H", "H", "H", "H"], "positions_angstrom": [[4.30761, 0.61296, 0.90273], [2.78678, 0.38841, 0.65601], [2.64797, -0.23134, -0.77501], [3.13259, 0.33198, -1.89305], [2.03141, -1.62527, -0.88147], [2.96712, -2.74168, -0.77256], [3.79433, -2.86168, -2.04486], [5.32409, -3.23627, -1.77796], [4.13060, -4.06405, -2.42682], [0.74987, -1.72454, -0.99743], [0.11486, -0.47355, -0.95929], [-0.45856, -0.13737, 0.36924], [-1.95032, -0.39510, 0.54936], [-2.34752, -0.38819, 2.03820], [-3.67049, -1.18082, 2.17924], [-4.67724, -0.46200, 2.85349], [-0.73687, -0.13003, -2.10575], [0.05493, 0.60857, -3.18028], [0.29970, 2.05328, -2.79883], [-0.87562, 2.96019, -3.08623], [-1.83473, 2.64694, -3.78078], [-0.79728, 4.17868, -2.53742], [0.09811, -2.95565, -1.01737], [-0.05615, -3.59692, 0.29550], [-1.48667, -3.72722, 0.86198], [-2.55458, -3.97859, -0.17109], [-2.51496, -5.33787, -0.59994], [0.09108, -3.82791, -2.20308], [0.68990, -2.84089, -4.04163], [0.90383, -5.15117, -2.12417], [0.04921, -6.33962, -2.57908], [4.58790, 0.30274, 1.90155], [4.91772, 0.01781, 0.22369], [4.59919, 1.65036, 0.75496], [2.47967, -0.34808, 1.39494], [2.22728, 1.31356, 0.76550], [3.36241, 1.25325, -1.74289], [3.66738, -2.52434, 0.02853], [2.48965, -3.69772, -0.60258], [3.60664, -2.14468, -2.83525], [5.59994, -2.40286, -2.49962], [6.06677, -3.89789, -2.22880], [0.11514, -0.66115, 1.13274], [-0.28120, 0.92254, 0.54763], [-2.46939, 0.45468, 0.10408], [-2.31808, -1.26844, 0.02084], [-2.59121, 0.62922, 2.33297], [-1.55679, -0.80460, 2.65266], [-4.04714, -1.40658, 1.18257], [-3.51593, -2.14127, 2.67635], [-4.28498, 0.07333, 3.54869], [-1.51463, 0.56509, -1.80583], [-1.25479, -0.99094, -2.52592], [0.96566, 0.09414, -3.46275], [-0.58253, 0.60209, -4.06533], [0.58982, 2.14010, -1.74887], [1.13998, 2.44114, -3.37912], [0.02980, 4.25086, -2.02995], [0.38136, -4.58818, 0.34896], [0.47661, -2.98164, 1.02198], [-1.47172, -4.61274, 1.49852], [-1.71945, -2.90752, 1.53195], [-2.51025, -3.29434, -1.02016], [-3.52586, -3.81811, 0.29860], [-1.69551, -5.71115, -0.25768], [-0.93514, -4.09346, -2.42886], [1.71961, -5.11545, -2.83836], [1.36613, -5.32729, -1.15779], [0.72318, -7.17854, -2.73476], [-0.36027, -6.09588, -3.55714], [-0.71581, -6.61077, -1.86655], [-0.55634, 4.90903, -7.41034], [-0.28834, 5.75833, -8.23674], [-1.25502, 5.18343, -6.26540], [-0.18631, 3.59504, -7.55422], [-1.48602, 4.49370, -5.57063], [-1.54628, 6.13238, -6.12182], [0.32183, 3.35124, -8.38317], [-0.40323, 2.88205, -6.88408], [-2.93272, -2.13109, 5.68787], [-2.20595, -1.56676, 4.87927], [-3.58661, -3.29747, 5.39210], [-3.14571, -1.64154, 6.93732], [-4.18772, -3.77330, 6.03658], [-3.45105, -3.68351, 4.47824], [-2.67599, -0.78847, 7.19382], [-3.73413, -2.08609, 7.61477], [0.23715, -7.76950, 0.77762], [0.23704, -6.54710, 0.92272], [1.38486, -8.49698, 0.80427], [-0.90900, -8.47624, 0.58083], [1.41240, -9.49232, 0.69003], [2.24371, -8.00034, 0.94996], [-1.77430, -7.96763, 0.56267], [-0.93108, -9.47106, 0.46014], [2.70791, 5.10048, -1.06886], [1.49929, 4.90258, -0.98367], [3.44594, 5.53100, -0.01860], [3.39939, 4.90226, -2.23284], [4.43666, 5.70364, -0.06556], [2.96660, 5.68444, 0.84908], [2.87975, 4.60138, -3.03512], [4.38501, 5.06189, -2.32249], [-5.34511, 4.08622, -8.55256], [-6.21559, 4.36389, -9.35502], [-5.41223, 2.97056, -7.75513], [-4.22916, 4.85612, -8.37355], [-4.70900, 2.72303, -7.08651], [-6.21703, 2.38320, -7.85936], [-4.14255, 5.68025, -8.93745], [-3.50505, 4.63738, -7.71480], [-3.24109, 1.19339, 9.37919], [-2.26889, 0.47189, 9.21375], [-3.42521, 2.34552, 8.67012], [-4.22012, 0.90138, 10.28761], [-4.21458, 2.95056, 8.78889], [-2.72383, 2.58651, 7.99556], [-4.10936, 0.06459, 10.82782], [-5.02461, 1.47804, 10.44162], [6.65204, 7.92639, 0.22889], [6.96287, 6.78073, 0.51678], [6.41495, 8.31911, -1.06142], [6.51252, 8.90886, 1.16518], [6.15726, 9.25243, -1.31943], [6.51817, 7.62806, -1.77882], [6.68419, 8.65931, 2.12092], [6.25542, 9.85214, 0.94666], [4.99874, -2.18431, 4.19826], [5.01073, -1.72581, 3.06426], [4.05169, -3.07495, 4.61903], [5.93159, -1.83950, 5.13060], [4.02417, -3.45980, 5.54362], [3.35079, -3.34805, 3.95796], [6.64056, -1.18806, 4.85168], [5.94262, -2.20049, 6.06504], [-5.07741, 3.20319, 2.34568], [-4.26343, 2.81506, 3.16974], [-5.69215, 4.42009, 2.44397], [-5.43478, 2.45134, 1.26385], [-6.36217, 4.75857, 1.78085], [-5.44928, 4.99425, 3.22831], [-5.00292, 1.54907, 1.17915], [-6.09873, 2.74595, 0.57422]]}